The following is a quantum chemistry calculation of a structure of composition C12H13BrO2Sr, from the OMol25 dataset.

```
! RIJCOSX wB97M-V def2-TZVPD def2/J DEFGRID3
* xyz -2 1
C 1.562 2.270 -0.812
C 1.636 2.174 0.619
C 2.126 0.849 0.946
H 1.262 2.904 1.337
C 2.358 0.142 -0.290
C 1.997 1.020 -1.380
H 1.962 0.729 -2.430
H 1.176 3.124 -1.364
H 2.147 0.403 1.940
H 2.626 -0.911 -0.379
Sr -0.030 0.370 0.055
Br -0.784 0.869 2.463
C -2.256 0.027 -0.744
C -1.439 -0.001 -1.933
C -0.980 1.354 -2.176
H -1.088 -0.902 -2.446
C -1.503 2.200 -1.142
C -2.305 1.394 -0.265
H -2.777 1.723 0.658
H -2.619 -0.843 -0.196
H -0.282 1.643 -2.960
H -1.279 3.256 -0.987
C 0.019 -3.928 1.958
C -0.538 -2.699 1.220
O -1.701 -2.707 0.868
O 0.297 -1.752 1.032
H -0.566 -4.099 2.868
H 1.063 -3.802 2.224
H -0.085 -4.809 1.316
*
```

Summary:
HOMO-LUMO gap	5.619	eV
HOMO	-0.5	eV
DFT total energy	-3220.29856	a.u.

Charges obtained by Mulliken population analysis, quoted in units of e: -0.506, -0.501, -0.541, 0.253, -0.767, -0.610, 0.356, 0.478, 0.409, 0.382, 1.944, -0.823, -0.683, -0.813, -0.478, 0.272, -0.540, -0.565, 0.567, 0.485, 0.438, 0.409, -1.195, 0.573, -0.665, -0.705, 0.277, 0.263, 0.285